# 1
Below is an isolated ion of composition C2H3N2OS and charge +1 in a non-equilibrium geometry, with properties calculated with ωB97M-V/def2-TZVPD.

The geometry in XYZ format:
```
9
Properties=species:S:1:pos:R:3:forces:R:3
H 0.44700 2.03939 -0.76338 0.4 0.2 0.0
H -1.08131 -1.70048 1.20875 -1.4 -0.6 0.4
C -0.75936 -1.04532 0.44372 1.7 1.0 -1.2
S -1.25870 0.80113 0.31253 -0.3 -0.5 -2.7
H 2.18788 0.27641 -0.43898 -1.9 -0.8 0.7
N 0.58799 -0.97153 0.36703 1.1 -0.7 0.0
N 0.28020 1.15601 -0.30850 -2.5 0.0 1.7
O -1.49245 -0.64541 -0.69696 0.0 1.2 2.5
C 1.08876 0.08982 -0.12421 2.9 0.3 -1.4
```
Forces are in eV/Å.

- Spin multiplicity: 1
- Energy above the lowest of the compared OMol25 structures with the same formula, charge and spin: 2.143 eV
- Net charge: +1
- LUMO level: -5.90 eV

---

# 2
Below is an isolated molecule of C2H3N2P in a non-equilibrium geometry, with properties calculated with ωB97M-V/def2-TZVPD.

The geometry in XYZ format:
```
8
Properties=species:S:1:pos:R:3:forces:R:3
H 1.71557 0.72658 -0.47871 -1.2 -0.8 1.0
H -1.53363 1.17362 0.10262 -0.6 -0.3 -0.7
C -0.86153 -1.07741 -1.52829 -0.7 0.3 0.1
P -1.33963 -0.23327 0.25583 -0.8 0.5 0.5
H 0.56991 -0.32548 1.84303 -1.0 1.1 -2.2
N 1.12995 -0.07765 -0.11408 -0.2 0.6 -2.3
C 0.09924 -0.42323 -1.05095 2.4 -0.2 0.8
N 0.22011 0.23684 0.97054 2.1 -1.3 2.8
```
Forces are in eV/Å.

- Structure (SMILES): C1=C2NN[P@H]=12
- Spin multiplicity: 1
- Energy above the lowest of the compared OMol25 structures with the same formula, charge and spin: 5.032 eV
- Net charge: 0
- LUMO level: 0.29 eV

---

# 3
Below is C2H3N2P as an isolated structure in a non-equilibrium geometry, with properties calculated with ωB97M-V/def2-TZVPD.

The geometry in XYZ format:
```
8
Properties=species:S:1:pos:R:3:forces:R:3
C 0.54568 1.02220 0.12335 -2.4 7.2 -0.2
N -0.74564 1.15335 -0.12280 1.2 0.4 0.5
C 0.19399 -1.06413 0.36534 -0.1 3.7 -1.0
N 1.11202 -0.11640 0.32632 1.1 -5.4 1.2
H 1.14597 2.04998 0.23710 -1.0 -2.6 -0.5
H -1.15583 -0.60118 -1.28306 -0.1 -0.8 -1.2
H 0.36033 -2.05698 0.31632 1.2 -3.2 0.4
P -1.45651 -0.38685 0.03742 0.1 0.6 0.9
```
Forces are in eV/Å.

- Spin multiplicity: 1
- Energy above the lowest of the compared OMol25 structures with the same formula, charge and spin: 0.915 eV
- Net charge: 0
- LUMO level: -0.42 eV

---

# 4
Below is an isolated ion of composition C2H3N2S and charge +1 in a non-equilibrium geometry, with properties calculated with ωB97M-V/def2-TZVPD.

The geometry in XYZ format:
```
8
Properties=species:S:1:pos:R:3:forces:R:3
N -0.02466 -0.94744 0.05277 -3.4 -1.8 0.1
S -1.63190 -1.21431 -0.04847 3.6 -0.7 0.3
C -0.49297 1.24219 0.00323 -3.6 3.2 -0.4
N -1.61132 1.56458 -0.00800 2.0 0.2 0.2
H 1.20930 0.32804 -1.01393 -0.5 0.6 -0.2
H 1.31186 0.27773 0.69589 -0.2 1.3 0.0
C 0.56958 0.37759 -0.11740 3.1 -2.6 0.6
H 0.67011 -1.62838 0.43591 -1.1 -0.1 -0.6
```
Forces are in eV/Å.

- Structure (SMILES): N#CC[NH+]=S
- Spin multiplicity: 1
- Energy above the lowest of the compared OMol25 structures with the same formula, charge and spin: 0.806 eV
- Net charge: +1
- LUMO level (alpha / beta): -8.65 / -8.65 eV

---

# 5
Below is an isolated ion of composition C2H3N2S2 and charge +1 in a non-equilibrium geometry, with properties calculated with ωB97M-V/def2-TZVPD.

The geometry in XYZ format:
```
9
Properties=species:S:1:pos:R:3:forces:R:3
H 1.86123 2.17886 0.74980 -1.3 -1.4 -1.7
N -1.04132 -0.77326 -0.53719 -0.3 0.2 3.8
H -0.82598 -1.20188 1.57949 -0.2 1.1 -1.8
C -0.93798 -0.62807 -1.71759 -0.4 0.3 -3.1
N 0.47902 0.25220 0.93955 -1.5 -0.8 -0.5
C -0.57442 -0.52939 0.67569 1.9 -1.1 0.9
H 0.89657 -0.08039 1.81677 0.4 1.1 -0.3
S -1.02042 -0.56894 -3.24745 0.3 0.1 0.2
S 1.16331 1.35087 -0.25907 1.2 0.7 2.6
```
Forces are in eV/Å.

- Spin multiplicity: 1
- Energy above the lowest of the compared OMol25 structures with the same formula, charge and spin: 1.458 eV
- Net charge: +1
- LUMO level (alpha / beta): -5.74 / -5.74 eV

---

# 6
Below is an isolated molecule of C2H3N3O in a non-equilibrium geometry, with properties calculated with ωB97M-V/def2-TZVPD.

The geometry in XYZ format:
```
9
Properties=species:S:1:pos:R:3:forces:R:3
H -1.63042 -0.67198 0.57647 1.4 0.4 -0.9
C 0.23473 0.58157 -1.43109 0.8 -0.3 -2.1
H 0.07581 -0.63102 2.36695 0.5 0.0 0.1
N 0.88066 -0.23742 1.86552 -1.3 0.8 -3.0
H 0.54267 0.92593 -2.43137 0.1 0.0 1.0
C 0.41875 -0.03855 0.64826 0.5 -1.3 2.0
N -0.76411 -0.42304 0.04726 -1.6 -0.7 2.2
O 1.10688 0.48756 -0.41246 1.0 0.8 1.0
N -0.86496 0.00695 -1.22955 -1.2 0.3 -0.3
```
Forces are in eV/Å.

- Structure (SMILES): [H]/N=c1\[nH]nco1
- Spin multiplicity: 1
- Energy above the lowest of the compared OMol25 structures with the same formula, charge and spin: 1.478 eV
- Net charge: 0
- LUMO level: 0.77 eV

---

# 7
Below is an isolated molecule of C2H3N3O in a non-equilibrium geometry, with properties calculated with ωB97M-V/def2-TZVPD.

The geometry in XYZ format:
```
9
Properties=species:S:1:pos:R:3:forces:R:3
H -1.09492 0.57032 -1.53056 2.5 -1.7 -2.2
H 1.06500 -1.53758 0.53738 0.8 -0.2 0.6
C -0.05766 0.12956 -0.16769 0.2 1.4 0.0
C 0.68862 -0.55617 0.71796 -1.4 0.4 4.2
O -0.44420 1.04366 1.68337 0.1 -1.2 0.2
N -0.74583 1.09153 0.37490 -0.4 0.9 0.2
H 0.36235 -0.81429 -2.05886 -2.6 3.5 2.2
N 0.32764 -0.00915 1.91406 2.1 -1.4 -0.2
N -0.10100 0.08211 -1.47056 -1.3 -1.7 -5.0
```
Forces are in eV/Å.

- Structure (SMILES): Nc1cnon1
- Spin multiplicity: 1
- Energy above the lowest of the compared OMol25 structures with the same formula, charge and spin: 4.327 eV
- Net charge: 0
- LUMO level: 0.55 eV

---

# 8
Below is C2H3N3O as an isolated structure in a non-equilibrium geometry, with properties calculated with ωB97M-V/def2-TZVPD.

The geometry in XYZ format:
```
9
Properties=species:S:1:pos:R:3:forces:R:3
N 1.74047 -0.52898 -0.13383 5.9 2.3 0.6
H -2.26983 -0.35625 0.64706 1.5 1.5 -3.4
N 1.54559 0.84427 -0.00260 2.4 0.3 -1.3
H -0.00536 2.11879 -0.25020 -0.3 -2.6 0.9
C 0.66181 -1.01270 -0.05374 -9.6 -6.3 0.4
C 0.29160 1.00318 -0.03438 -0.1 8.3 0.1
N -0.42841 -0.04187 0.16255 -0.2 -1.9 -1.2
O -1.78599 0.03109 -0.24384 -0.7 -2.6 3.9
H 0.25012 -2.05754 -0.09100 1.2 0.9 0.0
```
Forces are in eV/Å.

- Spin multiplicity: 1
- Energy above the lowest of the compared OMol25 structures with the same formula, charge and spin: 4.525 eV
- Net charge: 0
- LUMO level: 0.20 eV

---

# 9
Below is an isolated molecule of C2H3N3O in a non-equilibrium geometry, with properties calculated with ωB97M-V/def2-TZVPD.

The geometry in XYZ format:
```
9
Properties=species:S:1:pos:R:3:forces:R:3
C -0.98907 -0.14194 -0.16715 -0.1 -0.7 2.1
N 1.11786 -0.64773 0.03623 0.1 -0.9 -0.8
H 1.76139 -1.30527 0.38795 1.4 0.1 0.3
H -2.30805 0.78792 0.12468 -1.6 -1.5 0.0
N -0.20744 1.13685 -0.08727 -1.4 -2.4 -1.2
N -2.24744 -0.28115 0.06462 2.9 2.5 -1.0
O -0.04855 -1.30235 -0.16923 -3.3 2.3 -0.1
H 1.94468 1.07686 -0.16797 0.6 1.7 0.5
C 0.97663 0.67682 -0.02186 1.4 -1.1 0.2
```
Forces are in eV/Å.

- Structure (SMILES): [H]/N=c1\nc[nH]o1
- Spin multiplicity: 1
- Energy above the lowest of the compared OMol25 structures with the same formula, charge and spin: 3.376 eV
- Net charge: 0
- LUMO level: 0.65 eV

---

# 10
Below is an isolated molecule of C2H3N3O in a non-equilibrium geometry, with properties calculated with ωB97M-V/def2-TZVPD.

The geometry in XYZ format:
```
9
Properties=species:S:1:pos:R:3:forces:R:3
O 0.37154 1.67465 -1.01790 -0.2 -0.1 -0.3
H -0.21387 1.83990 -1.76872 0.2 0.0 -0.2
N 0.34875 0.23625 0.80096 0.1 -0.2 -0.4
H -0.31178 -1.51136 1.93964 0.3 0.0 -0.3
C 0.03213 0.48369 -0.52138 -0.2 -0.3 -0.2
H 1.36226 0.25203 0.81269 0.3 0.3 1.2
C -0.23388 -1.02740 0.97255 0.0 -0.3 -0.2
N -0.57432 -0.49073 -1.10575 -0.4 0.5 0.1
N -0.78082 -1.45704 -0.11210 -0.2 0.1 0.3
```
Forces are in eV/Å.

- Structure (SMILES): Oc1nnc[nH]1
- Spin multiplicity: 1
- Energy above the lowest of the compared OMol25 structures with the same formula, charge and spin: 1.230 eV
- Net charge: 0
- LUMO level: 0.62 eV

---

# 11
Below is an isolated molecule of C2H3N3O in a non-equilibrium geometry, with properties calculated with ωB97M-V/def2-TZVPD.

The geometry in XYZ format:
```
9
Properties=species:S:1:pos:R:3:forces:R:3
H -0.49962 1.32161 2.10760 0.1 0.2 0.0
N 0.30959 -0.99249 -0.98286 -0.1 0.1 0.2
H -1.66763 0.14098 -0.87933 0.4 -0.9 -0.2
O -0.52893 1.58136 1.17880 0.0 -0.1 0.2
H 0.37879 -1.79124 -1.60970 -0.8 0.6 0.0
N 1.26622 0.14081 0.55140 -0.2 0.0 0.1
C -0.01749 0.56230 0.44786 0.0 -0.3 -0.2
N 1.44317 -0.81181 -0.30213 -0.1 0.1 0.1
C -0.68411 -0.15152 -0.51164 0.6 0.3 -0.2
```
Forces are in eV/Å.

- Structure (SMILES): Oc1c[nH]nn1
- Spin multiplicity: 1
- Energy above the lowest of the compared OMol25 structures with the same formula, charge and spin: 1.562 eV
- Net charge: 0
- LUMO level: 0.85 eV

---

# 12
Below is a 2-piece molecular cluster, C2H3N3O overall in a non-equilibrium geometry, with properties calculated with ωB97M-V/def2-TZVPD.

The geometry in XYZ format:
```
9
Properties=species:S:1:pos:R:3:forces:R:3
C 1.17687 0.80888 -0.09692 -0.2 0.6 0.0
O 2.33531 0.21476 -0.26665 -0.1 0.0 0.0
N -0.88906 -1.15932 0.12136 1.1 -0.5 -0.1
N -1.81844 -0.42392 0.44773 -0.1 -0.3 0.2
H -0.69158 2.05709 0.20217 0.1 -0.1 0.0
H 2.21914 -0.74691 -0.27764 -0.1 0.1 0.0
H -2.63214 -0.53996 -0.14765 0.0 -0.2 -0.2
C 0.18109 1.46911 0.04776 0.7 0.0 -0.1
N 0.09940 -1.68753 -0.03681 -1.5 0.4 0.2
```
Forces are in eV/Å.

- Spin multiplicity: 1
- Energy above the lowest of the compared OMol25 structures with the same formula, charge and spin: 4.678 eV
- Net charge: 0
- LUMO level: 0.79 eV